Record 1
{"formula": "C6H11N", "method": "ωB97M-V with the def2-TZVPD basis set", "total_charge": 0, "smiles": "C=CC(N)=C(C)C", "elements": ["H", "C", "H", "H", "H", "C", "C", "H", "H", "N", "H", "H", "C", "C", "H", "H", "H", "C"], "xyz": [[0.25907, 1.54906, -2.58861], [-1.19413, 1.48867, -0.32179], [1.50299, 0.31793, -2.19064], [1.45721, -1.94808, 0.55488], [-0.94580, 2.37891, 0.26992], [-0.03774, 0.61521, -0.67997], [0.46834, 0.60989, -2.10241], [-0.72464, -1.48044, 3.26261], [2.25633, -0.74559, -0.37326], [1.40242, -1.23520, -0.15404], [-1.72303, 1.91962, -1.17714], [-0.13824, -0.13194, -2.63996], [-0.01784, -1.15661, 2.52111], [0.34617, -0.33328, 0.18950], [-1.94422, 0.97279, 0.28789], [1.03657, -1.03239, 2.70297], [-1.52870, -0.98169, 1.11904], [-0.47476, -0.80687, 1.31988]], "atomic_forces_ev_per_a": [[0.3, 0.4, -0.2], [-0.7, 0.8, 0.2], [0.3, 0.1, -0.2], [0.7, 0.0, -0.1], [0.4, -0.2, 0.0], [-0.3, -0.4, 0.3], [-0.6, -0.1, 0.5], [0.2, -0.3, 0.4], [0.2, -0.4, 0.2], [-0.7, 0.5, 0.2], [0.1, -0.4, -0.2], [0.2, -0.1, 0.0], [-0.2, 0.5, -1.0], [0.0, -0.8, -1.1], [0.1, -0.1, -0.1], [0.2, -0.1, 0.6], [0.0, 0.3, 0.0], [-0.2, 0.0, 0.5]], "lowdin_charge": [0.07, -0.07, 0.06, 0.07, 0.08, -0.30, -0.06, 0.05, 0.08, 0.08, 0.07, 0.09, 0.02, -0.32, 0.06, 0.06, 0.10, -0.15]}

=====

Record 2
{"formula": "C6H11N", "method": "ωB97M-V with the def2-TZVPD basis set", "total_charge": 0, "smiles": "C[C@@H]1C[C@H]1C.C#N", "elements": ["H", "H", "H", "H", "H", "H", "C", "C", "N", "C", "C", "C", "H", "H", "C", "H", "H", "H"], "xyz": [[2.33040, -1.38034, 0.93849], [-0.45444, -1.29264, 2.10241], [-1.43304, -0.68064, -0.08893], [-0.43873, 0.48895, 2.53031], [0.91274, -2.18953, 0.23182], [-1.48594, 1.63537, -1.12519], [-0.35580, -0.25007, 1.74837], [1.50217, -1.26840, 0.22916], [0.19904, 0.14110, -3.79452], [-1.24095, 1.52831, -0.05003], [-0.80958, 0.09300, 0.35992], [0.66285, -0.09240, 0.66046], [1.18264, 0.85793, 0.68452], [1.90836, -1.09019, -0.76925], [0.09761, -0.13437, -2.67347], [-2.12736, 1.80306, 0.51435], [0.00625, -0.44318, -1.63583], [-0.45623, 2.27403, 0.13741]], "atomic_forces_ev_per_a": [[-0.1, -0.1, -0.2], [-0.3, 0.7, -0.3], [0.5, -0.1, -0.2], [0.1, 0.1, 0.1], [0.1, 0.0, -0.1], [0.1, -0.4, 0.5], [0.2, -0.3, 0.4], [0.0, 0.3, 0.2], [-0.1, -0.3, 1.6], [0.0, -0.5, 0.1], [-0.3, 0.8, -0.5], [-0.2, -0.2, 0.0], [0.1, 0.0, -0.1], [0.1, -0.2, 0.1], [0.1, 0.0, -1.3], [-0.1, 0.2, 0.0], [0.0, 0.3, -0.6], [-0.2, -0.3, 0.2]], "lowdin_charge": [0.08, 0.12, 0.13, 0.10, 0.09, 0.07, -0.10, -0.08, 0.06, -0.06, -0.34, -0.35, 0.13, 0.06, -0.07, 0.07, 0.02, 0.08]}

=====

Record 3
{"formula": "C6H11N", "method": "ωB97M-V with the def2-TZVPD basis set", "total_charge": 0, "smiles": "C=C(C)C.CC#N", "elements": ["H", "H", "H", "H", "C", "H", "H", "C", "H", "H", "N", "C", "C", "H", "C", "H", "H", "C"], "xyz": [[3.73371, -0.06512, 1.06701], [-1.52105, -0.85266, 1.96865], [4.08887, -0.08062, -0.67327], [-2.84327, -1.15978, 0.83065], [2.10180, -0.40216, -0.16307], [-0.42047, 2.03485, -0.05285], [-2.82886, -0.04843, -1.43980], [-1.34270, 0.15376, 0.07953], [-1.27232, -1.91315, 0.57357], [-1.44863, 0.95251, -1.90793], [1.08879, -0.89915, -0.34595], [3.36936, 0.22962, 0.08389], [-0.71705, 1.20942, 0.57349], [-1.28816, -0.80621, -1.82416], [-1.76853, -1.00929, 0.92212], [3.25583, 1.31287, 0.05635], [-0.44003, 1.27910, 1.61148], [-1.74730, 0.06443, -1.35970]], "atomic_forces_ev_per_a": [[0.1, 0.0, 0.0], [0.0, 0.0, 0.1], [0.0, 0.1, 0.1], [-0.1, -0.1, 0.0], [-0.1, -0.2, -0.1], [0.0, 0.2, -0.2], [-0.1, 0.0, 0.0], [-0.7, 0.2, 0.1], [0.0, -0.1, 0.0], [0.0, 0.1, -0.1], [0.1, -0.6, -0.3], [0.5, 0.3, 0.1], [-0.1, 0.2, 0.0], [0.1, -0.1, -0.1], [0.2, 0.2, 0.0], [0.1, 0.0, 0.0], [0.0, -0.1, 0.3], [0.1, 0.0, 0.1]], "lowdin_charge": [0.09, 0.07, 0.09, 0.08, -0.25, 0.05, 0.08, -0.49, 0.07, 0.07, 0.19, -0.06, -0.01, 0.07, -0.09, 0.09, 0.05, -0.09]}

=====

Record 4
{"formula": "C6H11N", "method": "ωB97M-V with the def2-TZVPD basis set", "total_charge": 0, "smiles": "C/C=C/[C@@H]1N[C@@H]1C", "elements": ["H", "C", "H", "H", "H", "C", "N", "H", "H", "C", "H", "C", "H", "H", "C", "H", "H", "C"], "xyz": [[-0.42728, 0.83705, 2.75172], [-1.56901, 0.02196, 1.10969], [-1.52814, -2.08449, 1.45789], [-0.58827, -1.56080, 0.06965], [2.06115, -1.26428, -2.04646], [0.31914, 1.00632, -0.54142], [-0.45245, 0.53541, 1.78783], [0.10498, 1.58919, -1.43252], [3.18910, 0.00197, -1.57735], [-0.52626, 1.31188, 0.60648], [-0.87477, 2.34097, 0.68137], [-1.53025, -1.38322, 0.62061], [1.48423, -0.50315, 0.30584], [-2.36700, -1.61142, -0.03090], [2.13363, -0.20714, -1.77627], [1.81897, 0.38952, -2.63588], [-2.54848, 0.48272, 1.22300], [1.30070, 0.09751, -0.57329]], "atomic_forces_ev_per_a": [[-0.3, 0.5, -0.3], [0.2, 2.3, -0.9], [-0.1, 0.1, 0.1], [-0.4, 0.1, 0.1], [0.0, 0.0, 0.0], [1.0, -0.2, 0.0], [1.1, -0.8, 0.7], [0.0, 0.0, 0.0], [0.0, 0.0, 0.0], [-1.5, -1.8, 0.6], [-0.5, -0.2, -0.1], [0.7, 0.0, -0.5], [0.1, 0.1, 0.3], [-0.1, 0.0, -0.1], [0.0, 0.1, -0.1], [0.1, 0.0, 0.0], [0.0, -0.1, 0.5], [-0.5, 0.2, -0.2]], "lowdin_charge": [0.12, -0.27, 0.08, 0.07, 0.07, -0.11, -0.02, 0.11, 0.07, -0.20, 0.12, -0.07, 0.10, 0.07, -0.11, 0.07, 0.11, -0.18]}

=====

Record 5
{"formula": "C6H11N", "method": "ωB97M-V with the def2-TZVPD basis set", "total_charge": 0, "smiles": "C1CN2CCC1C2", "elements": ["C", "N", "H", "H", "C", "H", "H", "C", "H", "H", "H", "C", "H", "H", "H", "C", "C", "H"], "xyz": [[-0.39691, 0.38838, 1.19885], [-0.18618, 1.18637, -0.01306], [1.84755, 1.35834, 0.45137], [1.44879, -1.39634, -0.89817], [-1.02002, 0.45324, -0.97336], [0.23616, 0.76183, 1.98498], [0.00451, -1.83101, 1.46033], [1.22780, 0.87996, -0.24330], [2.22101, -0.93368, 0.71062], [-0.63824, -1.78033, -1.36686], [-0.65457, 0.66085, -1.99704], [-0.04175, -1.01133, 0.66610], [-2.02116, 0.88769, -1.01027], [-1.36128, 0.56755, 1.58244], [1.50427, 1.27826, -1.28190], [1.36046, -0.75284, 0.04460], [-0.99921, -1.05011, -0.54202], [-2.06612, -1.32153, -0.44936]], "atomic_forces_ev_per_a": [[0.7, 0.4, 0.2], [0.4, -0.2, 0.7], [0.7, 0.9, 1.1], [0.2, 1.1, 1.3], [0.6, 0.4, -1.3], [0.7, 0.0, 0.3], [-0.5, 0.9, -1.3], [-0.5, -1.7, -2.9], [-0.5, 0.0, -0.2], [-0.3, 1.3, 1.2], [0.1, -0.4, 0.4], [0.2, -0.4, 0.9], [-0.1, -0.2, 0.5], [-1.6, -0.4, 0.2], [-0.2, -1.0, 1.3], [-0.2, 0.8, -1.4], [-0.3, -1.3, -1.9], [0.6, -0.2, 0.9]], "lowdin_charge": [-0.18, -0.16, 0.08, 0.11, -0.19, 0.11, 0.15, -0.15, 0.09, 0.12, 0.11, -0.29, 0.11, 0.10, 0.13, -0.11, -0.15, 0.10]}

=====

Record 6
{"formula": "C6H11N", "method": "ωB97M-V with the def2-TZVPD basis set", "total_charge": 0, "elements": ["H", "N", "H", "H", "C", "H", "H", "C", "H", "H", "H", "H", "C", "H", "C", "C", "H", "C"], "xyz": [[0.83790, -0.78864, 2.49990], [-0.12872, -1.23481, 0.72935], [-0.43713, -2.29439, -1.43842], [1.84970, 0.86009, -1.36642], [1.08044, -1.13635, 1.55846], [1.82272, -0.30236, 1.40735], [1.51589, -2.00256, 1.59501], [-0.03433, -0.51247, -0.41035], [-1.65403, -0.91384, -1.73374], [-1.52659, 0.86229, 1.17279], [-1.70750, 2.40117, 0.28487], [-0.34951, 1.93424, 1.50534], [-0.18325, 1.10470, -0.43927], [-0.57106, 1.52332, -1.40227], [1.21229, 0.75068, -0.45754], [-0.58935, -1.19521, -1.59997], [-0.16228, -0.72572, -2.55675], [-0.97519, 1.66985, 0.65167]], "atomic_forces_ev_per_a": [[-1.0, -0.1, 2.7], [2.9, 1.4, -2.8], [-0.3, 1.1, -0.8], [-1.2, 0.0, 0.0], [-2.1, 5.8, -0.1], [-0.8, -0.9, -1.3], [2.2, -5.2, 0.4], [0.3, -1.6, 2.6], [0.2, -0.5, 0.3], [-0.3, 0.3, -0.6], [0.6, 0.1, 0.4], [0.1, 1.0, -0.4], [2.4, 1.7, -3.3], [0.0, -0.4, 0.4], [-1.3, -0.7, 0.1], [-0.4, 0.5, -1.6], [0.0, -1.1, 1.3], [-1.3, -1.2, 2.5]], "lowdin_charge": [0.05, 0.08, 0.09, 0.06, -0.13, 0.08, 0.02, -0.43, 0.09, 0.09, 0.09, 0.09, -0.35, 0.13, 0.06, -0.05, 0.11, -0.07]}

=====

no.,E (eV)
1,-7889.128
2,-7888.764
3,-7889.440
4,-7888.233
5,-7889.339
6,-7883.312